Density functional theory data (the ωB97M-V functional and the def2-TZVPD basis) for the molecule C2H5N3OS.

Last column: Mulliken charge in e.
Geometry (Å):
1 C 0.537 -0.382 0.143  0.260
2 C 0.089 1.135 0.044  -0.356
3 N 1.516 -0.907 0.648  -0.420
4 N -1.168 -1.261 -0.873  -0.549
5 N -1.207 1.197 -0.549  -0.323
6 O -2.136 -0.273 1.278  -0.566
7 S -2.234 -0.210 -0.197  0.512
8 H 0.100 1.289 1.130  0.182
9 H 0.730 1.862 -0.427  0.430
10 H 1.796 -1.898 0.863  0.291
11 H -0.948 -2.122 -0.424  0.276
12 H -1.191 1.881 -1.340  0.262

The energy above the lowest of the compared OMol25 structures with the same formula, charge and spin comes out at 4.850 eV. The value obtained for the LUMO energy (alpha / beta) is 0.0070 / 0.0070 Ha. For the HOMO energy (alpha / beta), the calculation gives -9.0 / -9.0 eV. The calculation puts the max |F| at 2.955 eV/A.

---

Density functional theory data (the ωB97M-V functional and the def2-TZVPD basis) for the molecule C2H5N3S.

Last column: Mulliken charge in e.
Geometry (Å):
1 H -0.305 2.598 -1.281  0.213
2 N 0.652 1.829 -1.545  -0.567
3 C 0.305 0.744 -0.978  0.060
4 N -0.654 0.487 -0.060  -0.450
5 N -0.545 -0.728 0.469  -0.058
6 C 0.479 -1.262 1.080  -0.009
7 S 0.507 -2.767 1.443  -0.420
8 H 1.088 -0.078 -1.288  0.336
9 H -1.490 1.148 0.481  0.299
10 H -1.389 -1.243 0.426  0.212
11 H 1.350 -0.729 1.254  0.384

The energy above the lowest of the compared OMol25 structures with the same formula, charge and spin comes out at 4.311 eV. The value obtained for the LUMO energy is 0.0084 Ha. For the HOMO energy, the calculation gives -8.8 eV. The calculation puts the max |F| at 5.586 eV/A. As for the SMILES: [H]/N=C\NNC=S.

---

Density functional theory data (the ωB97M-V functional and the def2-TZVPD basis) for the molecule C2H5N3S.

Last column: Mulliken charge in e.
Geometry (Å):
1 C -2.961 0.102 -0.059  -0.203
2 N -1.705 0.270 -0.115  -0.315
3 S -0.763 -1.136 -0.092  -0.011
4 C 0.709 -0.307 -0.073  0.033
5 N 1.844 -0.846 -0.083  -0.289
6 N 2.918 0.143 -0.192  -0.476
7 H -3.531 1.023 -0.115  0.254
8 H -3.415 -0.908 0.119  0.201
9 H 0.552 0.779 -0.001  0.302
10 H 3.651 -0.177 0.482  0.254
11 H 2.701 1.058 0.127  0.251

The energy above the lowest of the compared OMol25 structures with the same formula, charge and spin comes out at 3.083 eV. The value obtained for the LUMO energy is 0.0315 Ha. For the HOMO energy, the calculation gives -8.4 eV. The calculation puts the max |F| at 3.073 eV/A. As for the SMILES: C=NS/C=N/N.

---

Density functional theory data (the ωB97M-V functional and the def2-TZVPD basis) for the molecule C2H5N3S.

Last column: Mulliken charge in e.
Geometry (Å):
1 N -0.171 -0.800 -2.197  -0.584
2 N -0.025 -0.022 -1.050  -0.184
3 C -0.092 -0.616 0.074  0.006
4 N 0.124 0.045 1.281  -0.102
5 C 0.503 1.356 1.381  -0.226
6 S 0.733 2.117 2.819  -0.309
7 H -0.442 -0.204 -2.941  0.254
8 H -0.881 -1.537 -2.145  0.245
9 H -0.301 -1.669 0.201  0.316
10 H -0.034 -0.458 2.127  0.214
11 H 0.586 1.789 0.451  0.369

The energy above the lowest of the compared OMol25 structures with the same formula, charge and spin comes out at 1.862 eV. The value obtained for the LUMO energy is 0.0038 Ha. For the HOMO energy, the calculation gives -8.5 eV. The calculation puts the max |F| at 3.147 eV/A. As for the SMILES: N/N=C/NC=S.